Record 1
Here is C5H8CdFO4 as an isolated structure at a distorted geometry from OMol25. Energies are from ωB97M-V/def2-TZVPD.

Structure (XYZ):
```
19
Properties=species:S:1:pos:R:3:nbo_charge:R:1
C 0.71117 -1.69891 2.48533 -0.073
O 0.77033 -1.01279 1.22890 -0.538
C -0.52784 -2.56110 2.51183 -0.628
H 1.61922 -2.30931 2.59900 0.206
H 0.69026 -0.95108 3.29365 0.171
H -0.54541 -3.13902 3.44507 0.237
H -1.43566 -1.94464 2.46710 0.201
H -0.53313 -3.26471 1.66892 0.230
C 0.21348 0.92434 -0.81057 1.046
O 1.31681 0.85812 -0.01959 -0.465
C 0.84482 0.38944 1.28283 0.346
C -0.58045 0.95329 1.28963 -0.128
O -0.85956 1.16911 -0.10624 -0.407
O 0.33521 1.29066 -1.97517 -0.777
F 3.08482 2.21122 -4.32017 -0.783
H 1.54701 0.77813 2.03013 0.214
H -1.30243 0.23470 1.68683 0.239
H -0.65673 1.91076 1.81318 0.226
Cd 1.79835 1.89690 -3.13113 1.683
```

multiplicity = 1
total energy = -20778.488 eV
total charge = +1
HOMO energy = -14.29 eV

***

Record 2
Here is a 2-piece molecular cluster, C4H13N2O2P overall at a distorted geometry from OMol25. Energies are from ωB97M-V/def2-TZVPD.

Structure (XYZ):
```
22
Properties=species:S:1:pos:R:3:mulliken_spin:R:1
C -2.67627 1.58796 0.07906 -0.017
C -3.26585 -0.90133 -0.08890 0.029
C 4.94013 0.84534 0.23953 0.000
C -2.27786 0.17405 -0.50511 0.088
N 0.76318 -2.32315 0.07717 0.525
N -0.44583 -1.81770 0.00452 0.490
O 0.56563 0.72467 -0.12410 0.152
O 3.95681 0.09429 -0.44648 -0.001
P -0.55601 -0.22101 0.10262 0.799
H -3.61441 1.83816 -0.42658 0.002
H -2.89184 1.52922 1.13888 -0.008
H -1.91680 2.34017 -0.15748 -0.007
H -3.33964 -0.99267 0.92694 -0.015
H -3.25946 -1.84764 -0.53252 -0.013
H -4.19009 -0.50629 -0.39119 0.005
H 4.46317 1.39034 1.06924 0.000
H 5.35518 1.51169 -0.38916 0.000
H 5.70620 0.19820 0.65808 0.000
H -2.38038 0.17633 -1.54034 0.006
H 0.83336 -3.35996 0.41941 -0.020
H 1.68627 -1.92496 -0.34044 -0.016
H 3.18167 0.59331 -0.56717 0.002
```

multiplicity = 3
total energy = -20718.898 eV
total charge = 0
HOMO energy (spin up / spin down) = -6.30 / -10.09 eV

***

Record 3
Here is C12H13NOS in the gas phase at a distorted geometry from OMol25. Energies are from ωB97M-V/def2-TZVPD.

Structure (XYZ):
```
28
Properties=species:S:1:pos:R:3:nbo_charge:R:1
C 1.14009 -2.94785 0.21065 -0.207
C 0.76230 -1.82618 0.43923 -0.041
C 0.46666 -0.40577 0.70250 -0.301
C -1.00256 -0.16548 0.39972 -0.055
C -1.54557 1.05632 0.67917 -0.177
C -2.84943 1.37112 0.50736 -0.217
C -3.71972 0.31851 0.03616 -0.210
C -3.21461 -0.91733 -0.21333 -0.218
C -1.86016 -1.22887 0.00221 -0.188
C 1.50752 0.60360 -0.33143 -0.166
C 1.09836 0.27048 -1.77000 -0.657
S 1.42780 2.39966 0.02502 -0.018
C 2.92131 0.24961 -0.00796 0.639
N 3.32433 0.70692 1.20934 -0.812
O 3.56394 -0.47557 -0.70023 -0.582
H 1.56246 -3.88716 -0.12535 0.248
H 0.61750 -0.26490 1.78312 0.242
H -0.92397 1.74077 1.25337 0.210
H -3.29835 2.34232 0.71778 0.216
H -4.77346 0.66346 -0.08897 0.217
H -3.89737 -1.68645 -0.63981 0.216
H -1.49816 -2.15295 -0.26309 0.225
H 0.55800 -0.66547 -1.69820 0.231
H 0.55847 0.99419 -2.34156 0.221
H 1.98508 -0.06699 -2.26564 0.257
H 0.34598 2.51039 -0.86029 0.145
H 2.62111 1.09106 1.77928 0.388
H 4.12247 0.37255 1.56096 0.396
```

multiplicity = 1
total energy = -27024.996 eV
total charge = 0
HOMO energy = -8.97 eV